[1]
Formula: CHBrF2N2O2
Source: OMol25
Level of theory: wB97M-V/def2-TZVPD

Kohn-Sham gap (spin up / spin down) = 8.746 / 8.599 eV
Relative energy (zero: lowest compared OMol25 entry of this formula, charge and spin) = 101.14 kcal per mole

ORCA input file:
```
! wB97M-V def2-TZVPD RIJCOSX def2/J DEFGRID3
* xyz 0 1
C -1.44 0.53 -0.31
N -1.51 1.91 0.02
N -1.09 0.36 -1.80
O -1.51 -0.62 -2.32
O -0.45 1.31 -2.23
F -1.98 1.94 1.41
F -0.28 2.44 0.12
Br -2.69 -0.68 0.22
H 0.45 -0.52 0.05
*
```



[2]
Formula: C20H71F2NO17S
Source: OMol25
Level of theory: wB97M-V/def2-TZVPD

Kohn-Sham gap = 10.272 eV

ORCA input file:
```
! wB97M-V def2-TZVPD RIJCOSX def2/J DEFGRID3
* xyz 0 1
C 6.28 -0.13 -1.57
C 5.25 0.66 -2.36
N 4.39 1.52 -1.50
C 3.03 1.71 -2.06
C 2.09 0.62 -1.58
C 0.65 1.00 -1.89
F -0.22 0.53 -0.92
S 5.04 3.00 -1.14
O 4.83 3.27 0.23
O 4.70 3.99 -2.11
F 6.56 2.75 -1.33
H 6.06 -0.11 -0.51
H 6.35 -1.16 -1.91
H 7.26 0.30 -1.68
H 5.73 1.27 -3.13
H 4.60 -0.03 -2.89
H 2.64 2.67 -1.73
H 3.06 1.76 -3.15
H 2.16 0.55 -0.49
H 2.31 -0.33 -2.04
H 0.54 2.08 -1.98
H 0.31 0.55 -2.82
C 5.31 3.80 3.28
O 5.30 4.74 4.36
H 5.41 2.80 3.71
H 4.38 3.85 2.71
H 6.15 3.98 2.61
H 5.21 5.61 3.98
C -2.62 3.84 -1.31
O -1.27 3.47 -1.05
H -2.65 4.93 -1.37
H -2.97 3.42 -2.25
H -3.28 3.52 -0.50
H -1.24 2.51 -0.98
C -1.14 -2.29 -1.11
O 0.06 -2.73 -1.75
H -1.65 -1.63 -1.81
H -1.80 -3.13 -0.87
H -0.92 -1.72 -0.21
H 0.53 -3.31 -1.14
C -1.25 -1.57 -4.62
O 0.12 -1.26 -4.32
H -1.43 -1.26 -5.65
H -1.43 -2.64 -4.54
H -1.93 -1.03 -3.96
H 0.27 -1.56 -3.41
C 9.75 1.59 -1.83
O 9.77 0.33 -1.17
H 8.81 1.66 -2.37
H 9.81 2.41 -1.12
H 10.57 1.66 -2.55
H 10.60 0.25 -0.69
C -4.86 -3.91 -3.02
O -3.83 -3.00 -2.62
H -5.81 -3.50 -2.71
H -4.87 -4.04 -4.11
H -4.73 -4.89 -2.54
H -2.99 -3.38 -2.90
C -1.08 -3.54 -7.55
O -2.33 -3.80 -6.91
H -0.37 -3.25 -6.78
H -0.70 -4.44 -8.05
H -1.17 -2.73 -8.27
H -2.96 -4.06 -7.59
C 2.72 1.27 3.02
O 2.77 1.20 1.59
H 1.80 0.80 3.35
H 3.57 0.75 3.46
H 2.72 2.32 3.34
H 3.58 1.62 1.30
C -8.75 -3.64 -0.55
O -7.56 -4.15 -1.15
H -9.22 -2.97 -1.27
H -9.45 -4.45 -0.32
H -8.53 -3.10 0.36
H -7.15 -4.74 -0.52
C -10.29 -2.65 3.38
O -9.08 -3.18 2.82
H -10.73 -1.99 2.64
H -11.00 -3.46 3.59
H -10.09 -2.09 4.29
H -8.69 -3.76 3.47
C -0.01 0.13 -9.68
O 0.38 -0.99 -8.89
H -0.91 -0.16 -10.23
H -0.25 0.99 -9.06
H 0.76 0.40 -10.40
H 1.17 -0.75 -8.40
C 4.70 1.51 6.78
O 3.71 0.87 5.98
H 5.41 1.98 6.10
H 4.27 2.29 7.41
H 5.23 0.79 7.41
H 3.07 0.46 6.58
C 0.13 4.36 4.40
O 0.27 3.10 5.04
H -0.80 4.34 3.85
H 0.09 5.18 5.13
H 0.95 4.55 3.71
H 1.10 3.11 5.53
C -10.56 -0.06 7.06
O -10.43 0.09 5.65
H -11.41 -0.70 7.24
H -9.67 -0.53 7.49
H -10.73 0.91 7.54
H -9.67 0.66 5.47
C 2.21 -2.33 8.06
O 2.04 -1.12 7.32
H 3.19 -2.30 8.52
H 1.45 -2.42 8.84
H 2.15 -3.20 7.40
H 1.18 -1.14 6.90
*
```



[3]
Formula: C8H28O10P2Si2
Source: OMol25
Level of theory: wB97M-V/def2-TZVPD

Kohn-Sham gap = 11.393 eV

ORCA input file:
```
! wB97M-V def2-TZVPD RIJCOSX def2/J DEFGRID3
* xyz 0 1
C -0.42 0.58 -3.17
C 0.00 -0.31 -2.01
O 0.10 0.41 -0.78
Si 1.38 1.35 -0.43
O 0.89 2.90 -0.19
Si 1.38 4.15 -1.14
H 0.17 1.50 -3.21
H -1.47 0.85 -3.09
H -0.27 0.05 -4.11
H -0.75 -1.08 -1.86
H 0.94 -0.81 -2.24
H 2.35 1.29 -1.55
H 2.03 0.90 0.81
H 2.86 4.25 -1.12
H 0.91 3.97 -2.53
H 0.80 5.39 -0.59
C 3.65 2.52 7.43
O 4.04 3.03 6.14
P 3.43 2.39 4.83
O 2.41 1.36 5.07
O 4.69 1.91 4.00
C 5.48 0.85 4.54
O 2.98 3.65 4.02
C 1.97 3.50 3.00
H 4.34 2.96 8.15
H 2.63 2.82 7.66
H 3.73 1.44 7.46
H 4.85 0.04 4.91
H 6.11 1.23 5.34
H 6.10 0.48 3.73
H 0.99 3.63 3.44
H 2.03 2.52 2.53
H 2.15 4.27 2.26
C -3.85 -2.39 -1.36
O -3.38 -2.87 -2.63
P -4.38 -3.65 -3.58
O -5.76 -3.73 -3.11
O -3.67 -5.05 -3.83
C -3.54 -5.94 -2.72
O -4.14 -2.94 -4.96
C -5.17 -3.02 -5.97
H -2.96 -2.08 -0.81
H -4.51 -1.54 -1.49
H -4.37 -3.17 -0.80
H -4.47 -5.99 -2.15
H -2.72 -5.60 -2.07
H -3.30 -6.92 -3.12
H -5.88 -2.21 -5.83
H -5.69 -3.98 -5.93
H -4.67 -2.92 -6.93
*
```



[4]
Formula: C4H10N2OS
Source: OMol25
Level of theory: wB97M-V/def2-TZVPD

Kohn-Sham gap = 7.571 eV
Relative energy (zero: lowest compared OMol25 entry of this formula, charge and spin) = 94.03 kcal per mole

ORCA input file:
```
! wB97M-V def2-TZVPD RIJCOSX def2/J DEFGRID3
* xyz 0 1
O 1.13 -0.92 2.02
C 0.73 -0.55 0.92
N -0.16 0.46 0.67
C -0.38 1.30 -0.52
C -1.90 1.50 -0.80
S -2.78 1.94 0.73
C 1.30 -1.15 -0.35
N 1.99 -2.45 0.09
H -0.58 0.71 1.57
H -0.07 2.25 -0.10
H 0.30 1.12 -1.35
H -2.12 2.16 -1.63
H -2.32 0.57 -1.09
H -2.88 -0.09 1.33
H 0.50 -1.43 -1.06
H 2.09 -0.41 -0.65
H 2.53 -2.31 0.93
H 2.60 -2.69 -0.71
*
```



[5]
Formula: C5H8O3
Source: OMol25
Level of theory: wB97M-V/def2-TZVPD

Kohn-Sham gap = 10.088 eV
Relative energy (zero: lowest compared OMol25 entry of this formula, charge and spin) = 107.79 kcal per mole

ORCA input file:
```
! wB97M-V def2-TZVPD RIJCOSX def2/J DEFGRID3
* xyz 0 1
C 1.13 -1.71 0.43
C 0.62 -0.31 -0.19
C 0.28 0.70 0.76
O -0.24 1.72 0.17
O 0.35 0.40 2.19
C 0.40 0.03 -1.76
C -0.63 -0.60 -1.00
O -1.80 -0.14 -0.80
H 0.44 -1.92 1.41
H 2.16 -1.49 0.84
H 0.99 -2.43 -0.36
H -0.06 1.27 2.64
H 1.18 -0.44 -2.51
H 0.46 1.20 -1.85
H -0.93 -1.62 -1.06
H -1.51 0.98 -1.03
*
```



[6]
Formula: Cl2O2S2
Source: OMol25
Level of theory: wB97M-V/def2-TZVPD

⟨S²⟩ = 2.01
Kohn-Sham gap (spin up / spin down) = 6.804 / 7.955 eV
Relative energy (zero: lowest compared OMol25 entry of this formula, charge and spin) = 2.12 kcal per mole

ORCA input file:
```
! wB97M-V def2-TZVPD RIJCOSX def2/J DEFGRID3
* xyz 0 3
O -1.32 -1.40 1.05
O 0.80 -0.84 -1.21
S -0.95 0.03 1.09
S 0.76 0.45 -0.58
Cl 2.59 0.81 0.24
Cl -1.89 0.96 -0.58
*
```



[7]
Formula: C12H23N2O2P2SZn
Source: OMol25
Level of theory: wB97M-V/def2-TZVPD

Kohn-Sham gap (spin up / spin down) = 3.800 / 4.326 eV
Relative energy (zero: lowest compared OMol25 entry of this formula, charge and spin) = 95.49 kcal per mole

ORCA input file:
```
! wB97M-V def2-TZVPD RIJCOSX def2/J DEFGRID3
* xyz 1 1
Zn -0.08 0.38 0.72
P 2.11 -0.63 1.12
C 2.30 -1.31 -0.53
C 1.14 -1.44 -1.29
N -0.09 -0.87 -0.89
C -1.26 -1.28 -1.40
C -1.31 -2.23 -2.41
C -0.10 -2.71 -2.92
C 1.10 -2.28 -2.43
C -2.55 -0.67 -0.85
P -2.19 0.94 0.03
H 2.10 -2.61 -2.75
H -2.26 -2.55 -2.80
H -0.09 -3.45 -3.71
H -3.27 -0.49 -1.67
H -3.01 -1.35 -0.10
H 2.19 1.06 -1.29
H 3.33 -1.26 -1.04
H 0.93 3.25 -0.22
O 1.66 1.78 -1.20
H 1.26 1.60 -2.03
H -0.24 2.16 1.01
O 0.15 3.65 0.17
H 0.46 4.13 0.94
C -2.57 2.17 -1.27
H -3.62 2.05 -1.59
H -2.41 3.18 -0.88
H -1.91 2.01 -2.14
C -3.52 1.08 1.26
H -3.27 1.91 1.94
H -4.50 1.26 0.78
H -3.57 0.14 1.85
C 2.06 -2.29 1.81
H 3.07 -2.70 1.73
H 1.73 -2.21 2.84
H 1.38 -2.90 1.22
C 3.65 0.18 1.63
H 3.53 0.48 2.68
H 4.47 -0.53 1.53
H 3.86 1.08 1.03
S -0.20 -0.20 5.01
C -0.23 0.48 3.58
N -0.24 1.01 2.52
*
```



[8]
Formula: C33H69InN3O4P2
Source: OMol25
Level of theory: wB97M-V/def2-TZVPD

⟨S²⟩ = 2.01
Kohn-Sham gap (spin up / spin down) = 5.102 / 4.940 eV

ORCA input file:
```
! wB97M-V def2-TZVPD RIJCOSX def2/J DEFGRID3
* xyz -1 3
C 2.78 2.68 3.79
C 3.78 2.35 3.19
C 4.95 1.98 2.44
In 6.63 1.56 3.91
C 6.15 -0.24 5.05
C 4.82 -0.86 4.64
C 4.00 -1.48 5.77
C 2.53 -1.07 5.74
C 2.23 0.09 6.67
C 0.74 0.42 6.85
C 0.33 1.84 6.43
C -0.22 2.02 5.00
C 0.23 1.01 3.97
C -0.21 1.39 2.56
C 0.56 2.58 1.97
C 1.61 2.19 0.92
P 8.92 1.48 2.77
O 9.99 0.84 3.63
P 6.77 3.58 5.54
N 5.52 4.69 4.97
O 5.90 2.93 6.83
H 2.03 2.82 4.52
H 4.74 1.11 1.83
H 5.26 2.78 1.77
H 6.96 -0.97 5.03
H 6.08 0.10 6.09
H 4.20 -0.11 4.16
H 5.01 -1.62 3.88
H 4.42 -1.17 6.73
H 4.07 -2.57 5.76
H 1.87 -1.91 5.98
H 2.29 -0.77 4.71
H 2.65 -0.16 7.64
H 2.76 0.98 6.33
H 0.15 -0.33 6.33
H 0.49 0.31 7.91
H -0.44 2.18 7.12
H 1.18 2.50 6.59
H -1.31 2.02 5.04
H 0.07 3.01 4.65
H -0.20 0.03 4.21
H 1.31 0.91 3.97
H -0.07 0.53 1.91
H -1.29 1.59 2.56
H -0.14 3.28 1.53
H 1.06 3.12 2.78
H 1.53 2.82 0.04
H 2.62 2.31 1.31
H 1.49 1.17 0.59
H 8.91 0.93 1.46
H 9.30 2.81 2.43
H 5.43 4.65 3.96
H 4.62 4.39 5.32
H 5.43 3.63 7.29
C -3.17 1.07 -3.55
C -2.15 1.86 -2.73
C -2.19 3.35 -3.09
C -1.65 3.63 -4.49
C -0.23 3.07 -4.65
C -0.08 1.60 -4.25
N -0.75 1.36 -2.93
O 0.01 1.65 -1.94
C -0.65 0.68 -5.34
C 1.39 1.25 -4.09
C -2.50 1.67 -1.26
H -4.17 1.25 -3.15
H -3.21 1.34 -4.60
H -2.97 0.00 -3.48
H -1.61 3.91 -2.36
H -3.23 3.69 -3.00
H -2.31 3.22 -5.26
H -1.62 4.71 -4.66
H 0.10 3.18 -5.69
H 0.45 3.67 -4.04
H -0.68 -0.35 -5.00
H -0.01 0.73 -6.22
H -1.65 0.95 -5.67
H 1.90 1.93 -3.41
H 1.87 1.32 -5.07
H 1.51 0.24 -3.71
H -2.45 0.62 -0.99
H -3.52 2.02 -1.10
H -1.84 2.22 -0.60
C -6.74 -3.96 -4.63
C -5.57 -4.71 -5.29
C -5.31 -6.04 -4.58
C -4.72 -5.86 -3.19
C -3.45 -5.00 -3.23
C -3.62 -3.67 -3.96
N -4.31 -3.90 -5.27
O -3.50 -4.24 -6.21
C -4.37 -2.66 -3.10
C -2.25 -3.08 -4.26
C -5.96 -4.94 -6.74
H -7.68 -4.44 -4.93
H -6.72 -3.98 -3.54
H -6.77 -2.92 -4.96
H -4.62 -6.63 -5.19
H -6.25 -6.60 -4.54
H -5.46 -5.42 -2.51
H -4.47 -6.84 -2.77
H -3.11 -4.79 -2.21
H -2.66 -5.58 -3.71
H -4.61 -1.76 -3.68
H -3.74 -2.36 -2.26
H -5.29 -3.04 -2.67
H -1.60 -3.78 -4.78
H -1.78 -2.80 -3.32
H -2.34 -2.18 -4.87
H -6.13 -4.00 -7.26
H -6.88 -5.52 -6.77
H -5.20 -5.49 -7.28
*
```



[9]
Formula: C11H23CaClNO2P2
Source: OMol25
Level of theory: wB97M-V/def2-TZVPD

Kohn-Sham gap = 7.511 eV
Relative energy (zero: lowest compared OMol25 entry of this formula, charge and spin) = 0.00 kcal per mole

ORCA input file:
```
! wB97M-V def2-TZVPD RIJCOSX def2/J DEFGRID3
* xyz 1 1
Ca 0.71 -0.49 0.51
P 2.05 1.90 -0.32
C 2.01 1.90 -2.21
C 1.07 0.88 -2.75
N 0.36 0.04 -1.97
C -0.46 -0.86 -2.57
C -0.42 -1.07 -3.93
C 0.35 -0.26 -4.74
C 1.04 0.77 -4.13
C -1.29 -1.83 -1.71
P -2.77 -1.29 -0.83
H 1.63 1.49 -4.70
H -0.97 -1.92 -4.32
H 0.42 -0.46 -5.82
H -1.74 -2.52 -2.44
H -0.62 -2.38 -0.99
H 1.87 2.91 -2.66
H 3.06 1.61 -2.55
H -1.94 3.72 -1.48
O -2.65 3.77 -2.15
H -2.05 3.74 -2.94
H -2.29 0.10 0.18
O -1.67 0.06 1.02
H -1.75 0.95 1.35
C -4.23 -1.07 -1.81
H -4.41 -2.06 -2.29
H -5.09 -0.79 -1.15
H -4.06 -0.28 -2.58
C -2.96 -2.34 0.60
H -3.42 -1.77 1.41
H -3.60 -3.17 0.30
H -1.97 -2.69 0.93
C 3.89 1.78 -0.41
H 4.24 2.67 -0.96
H 4.33 1.72 0.59
H 4.15 0.88 -0.99
C 1.93 3.69 0.10
H 1.87 3.77 1.20
H 2.83 4.23 -0.26
H 1.01 4.14 -0.34
Cl 0.74 -2.80 1.34
*
```



[10]
Formula: C3H13NO2
Source: OMol25
Level of theory: wB97M-V/def2-TZVPD

Kohn-Sham gap = 9.761 eV
Relative energy (zero: lowest compared OMol25 entry of this formula, charge and spin) = 51.69 kcal per mole

ORCA input file:
```
! wB97M-V def2-TZVPD RIJCOSX def2/J DEFGRID3
* xyz 0 1
C 0.33 -0.20 1.39
N -0.92 -0.04 0.48
C -2.00 -0.93 1.06
C -1.23 1.43 0.46
H 0.49 -1.20 1.77
H 0.21 0.41 2.29
H 1.38 0.10 0.82
H -2.74 -0.78 0.27
H -1.53 -1.91 1.21
H -2.35 -0.62 1.98
H -1.97 1.70 -0.26
H -0.23 2.03 0.35
H -1.60 2.01 1.35
O 3.03 -0.57 -0.88
H 2.27 -0.49 -1.50
H 3.15 -1.52 -0.96
O 0.33 0.26 -2.17
H -0.54 0.55 -2.52
H 0.36 0.68 -1.29
*
```



[11]
Formula: C4H11N2O
Source: OMol25
Level of theory: wB97M-V/def2-TZVPD

Kohn-Sham gap = 10.894 eV
Relative energy (zero: lowest compared OMol25 entry of this formula, charge and spin) = 49.77 kcal per mole

ORCA input file:
```
! wB97M-V def2-TZVPD RIJCOSX def2/J DEFGRID3
* xyz 1 1
C 2.63 0.00 0.07
O 1.30 -0.33 0.49
C 0.33 -0.26 -0.44
C -0.92 -1.34 -0.05
N -2.06 -0.46 -0.04
C -1.63 0.77 0.53
N -0.44 1.08 -0.34
H 3.30 -0.54 0.74
H 2.82 1.08 0.17
H 2.81 -0.31 -0.95
H 0.66 -0.38 -1.47
H -1.01 -2.10 -0.82
H -0.64 -1.78 0.91
H -2.89 -0.86 0.38
H -2.39 1.55 0.45
H -1.25 0.71 1.57
H -0.77 1.36 -1.26
H 0.15 1.82 0.07
*
```



[12]
Formula: C13H27IN4O
Source: OMol25
Level of theory: wB97M-V/def2-TZVPD

Kohn-Sham gap = 4.719 eV
Relative energy (zero: lowest compared OMol25 entry of this formula, charge and spin) = 0.00 kcal per mole

ORCA input file:
```
! wB97M-V def2-TZVPD RIJCOSX def2/J DEFGRID3
* xyz 0 1
C 1.49 -0.97 1.85
C 1.56 -2.29 1.06
C 0.48 -2.48 0.00
C 0.58 -1.55 -1.21
C -0.08 -0.16 -1.12
N -1.27 -0.07 -0.24
C -1.46 1.04 0.48
N -0.55 1.95 0.69
N -2.76 1.14 1.04
I -2.43 0.32 2.96
C -3.57 0.15 0.23
C -2.58 -0.43 -0.80
C -2.84 -1.90 -1.14
C -3.26 -2.75 0.02
N -4.32 -3.44 -0.03
H 2.46 -0.49 1.89
H 1.14 -1.13 2.88
H 0.83 -0.24 1.39
H 2.56 -2.40 0.63
H 1.45 -3.11 1.78
H 0.58 -3.50 -0.38
H -0.50 -2.43 0.49
H 0.13 -2.06 -2.06
H 1.62 -1.39 -1.48
H 0.68 0.56 -0.78
H -0.40 0.14 -2.13
H 0.43 1.62 0.68
H -0.74 2.92 0.85
H -4.00 -0.56 0.93
H -4.39 0.69 -0.24
H -2.76 0.12 -1.73
H -1.98 -2.35 -1.65
H -3.67 -1.92 -1.85
H -2.63 -2.76 0.92
H -4.45 -3.96 0.84
C 3.56 2.55 -1.52
C 2.56 2.78 -0.38
C 3.16 3.81 0.59
O 2.30 1.60 0.27
H 4.50 2.14 -1.12
H 3.16 1.84 -2.25
H 3.80 3.48 -2.06
H 1.67 3.28 -0.85
H 4.09 3.43 1.02
H 2.46 4.02 1.40
H 3.39 4.76 0.09
*
```